Computed, not measured: a 2-piece molecular cluster, C3H8NO overall, with wB97M-V/def2-TZVPD.

The geometry in XYZ format:
```
13
Properties=species:S:1:pos:R:3:nbo_charge:R:1
O -1.77 0.64 0.53 -0.964
N 1.81 -1.40 0.29 -0.393
C 1.08 -0.24 -0.13 -0.481
C 1.43 -2.51 -0.14 -0.090
C -1.78 1.97 0.30 -0.196
H 0.66 -2.68 -0.95 0.127
H 1.72 0.76 -0.25 0.174
H 1.66 -3.49 0.37 0.145
H 0.62 -0.46 -1.12 0.167
H -0.90 2.67 0.59 0.074
H 0.24 0.00 0.58 0.313
H -1.96 2.36 -0.80 0.049
H -2.82 2.37 0.73 0.074
```

As for the molar mass: 74.1 g/mol. As for the spin multiplicity: 1. The calculation puts the energy above the lowest of the compared OMol25 structures with the same formula, charge and spin at 47.7 kcal per mole. The total charge is -1. The value obtained for the lowest unoccupied orbital energy is 4.0 eV.